The following is a quantum chemistry calculation of a 2-piece molecular cluster, C2H4F2S overall in a non-equilibrium geometry, from the Open Molecules 2025 dataset.

Geometry as XYZ:
```
9
Properties=species:S:1:pos:R:3:mulliken_charge:R:1
C 0.72 0.31 -1.27 -0.85
C -0.68 -0.54 0.51 0.29
F -0.84 -1.83 0.38 -0.18
F -1.89 0.03 0.25 -0.19
S -0.04 0.03 2.12 -0.12
H 1.59 -0.11 -0.67 0.31
H 0.09 -0.06 -2.10 0.32
H 0.40 1.20 -0.89 0.32
H 0.65 0.97 1.66 0.11
```

* calculated total energy: -676.3805 Ha
* charge: 0
* gap between HOMO and LUMO (alpha / beta): 0.3246 / 0.3221 Eh
* ΔE to the lowest compared entry with this formula, charge and spin: 90.9 kcal per mole

The following is a quantum chemistry calculation of one molecule with the formula C13H16N4S in a non-equilibrium geometry, from the Open Molecules 2025 dataset.

Geometry as XYZ:
```
34
Properties=species:S:1:pos:R:3:mulliken_charge:R:1
C 0.09 5.39 1.76 -1.05
C 1.32 4.68 2.41 -0.93
C 1.66 3.26 1.89 1.07
C 1.68 2.20 2.82 -0.97
C 2.02 0.98 2.27 0.33
C 2.35 0.71 0.93 -0.42
N 2.47 -0.60 0.43 -0.22
C 1.82 -1.75 0.88 -0.13
N 0.34 -1.51 0.98 -0.37
C -0.44 -2.24 0.08 0.20
C -1.79 -2.28 -0.37 -0.89
C -1.60 -3.00 -1.60 0.76
C -2.67 -3.18 -2.60 -1.01
N -0.38 -3.38 -1.83 -0.90
N 0.31 -3.01 -0.71 0.68
S 1.96 -3.02 -0.45 -0.14
C 2.36 1.73 0.10 -0.38
C 2.06 3.07 0.55 -0.89
H -0.82 5.05 2.25 0.32
H 0.06 6.37 2.19 0.35
H 0.02 5.46 0.68 0.34
H 1.25 4.62 3.52 0.33
H 2.24 5.14 2.12 0.36
H 1.39 2.40 3.89 0.26
H 1.71 0.22 2.95 0.31
H 3.08 -0.70 -0.38 0.29
H 2.23 -2.09 1.80 0.41
H 0.31 -0.50 0.90 0.32
H -2.69 -1.74 -0.04 0.31
H -3.18 -2.23 -2.68 0.29
H -2.30 -3.59 -3.57 0.28
H -3.41 -3.87 -2.10 0.24
H 2.53 1.58 -0.93 0.41
H 2.03 3.83 -0.16 0.43
```

* calculated total energy: -1122.0810 Ha
* charge: 0
* SMILES string: CCc1ccc(N[C@H]2Nc3cc(C)nn3S2)cc1
* gap between HOMO and LUMO: 0.3224 Eh
* ΔE to the lowest compared entry with this formula, charge and spin: 51.4 kcal per mole

The following is a quantum chemistry calculation of C23H17BrIN5O6S2Ti as an isolated structure, from the Open Molecules 2025 dataset.

Geometry as XYZ:
```
56
Properties=species:S:1:pos:R:3:mulliken_charge:R:1
Ti 0.15 -0.83 0.21 0.31
I -2.79 1.42 1.18 -0.02
C -2.08 2.20 -0.63 -0.07
C -2.32 3.53 -0.82 -0.63
C -2.11 4.11 -2.09 -0.59
C -1.76 3.31 -3.14 -0.79
C -1.52 1.93 -2.96 1.03
C -1.24 1.11 -4.08 -0.85
C -1.01 -0.22 -3.90 -0.92
C -0.93 -0.76 -2.59 0.00
C -1.13 -0.02 -1.45 0.34
C -1.57 1.34 -1.65 0.58
H -2.69 4.14 -0.01 0.34
H -2.28 5.17 -2.23 0.36
H -1.66 3.73 -4.14 0.29
H -1.22 1.56 -5.06 0.27
H -0.81 -0.86 -4.75 0.33
H -0.60 -1.79 -2.51 0.17
O 1.70 1.15 3.11 -0.77
S 1.42 1.73 1.82 1.29
O 1.10 3.14 1.86 -0.85
O 0.36 0.97 1.09 0.16
C 2.86 1.57 0.79 -0.43
C 3.69 2.67 0.78 -0.44
C 4.88 2.69 0.05 -0.78
C 5.23 1.55 -0.71 -0.78
C 4.44 0.45 -0.73 -1.11
C 3.17 0.34 0.01 1.84
S 3.31 -1.18 1.10 1.29
O 3.94 -2.18 0.27 -0.76
O 4.04 -0.82 2.29 -0.72
O 1.87 -1.49 1.38 -0.41
H 3.37 3.53 1.35 0.46
H 5.51 3.57 0.06 0.34
H 6.15 1.55 -1.28 0.38
H 4.75 -0.42 -1.29 0.49
N -3.73 -3.81 1.63 -0.08
C -4.56 -3.91 0.54 -0.49
C -4.32 -2.80 -0.21 -0.48
N -3.35 -2.03 0.39 0.07
C -3.01 -2.65 1.47 -0.32
C -1.99 -2.22 2.42 0.30
N -0.95 -1.46 2.18 0.65
C -0.25 -1.34 3.36 -0.43
C -0.88 -2.06 4.33 -0.99
N -1.99 -2.61 3.72 -0.10
H -3.56 -4.52 2.31 0.21
H -5.22 -4.75 0.40 0.41
H -4.76 -2.51 -1.14 0.39
H 0.65 -0.76 3.42 0.41
H -0.66 -2.22 5.37 0.42
H -2.67 -3.21 4.16 0.19
Br -0.20 -3.41 -0.36 -0.75
N 2.15 -0.70 -2.05 -0.51
C 1.93 -0.19 -0.92 -0.48
H 3.12 -0.75 -2.36 0.25
```

* calculated total energy: -6129.5627 Ha
* charge: -2
* spin multiplicity: 3
* expectation value of S²: 2.0415
* gap between HOMO and LUMO (alpha / beta): 0.1862 / 0.2171 Eh
* ΔE to the lowest compared entry with this formula, charge and spin: 50.0 kcal per mole

The following is a quantum chemistry calculation of a 14-piece molecular cluster, C36H100O14 overall in a non-equilibrium geometry, from the Open Molecules 2025 dataset.

Geometry as XYZ:
```
150
Properties=species:S:1:pos:R:3:mulliken_charge:R:1
C 0.61 5.59 0.43 -1.22
C 0.20 5.20 -1.00 1.66
C -1.26 4.72 -1.02 -0.96
O 0.41 6.21 -1.93 -0.59
H 0.40 4.82 1.18 -0.07
H -0.02 6.45 0.68 0.61
H 1.66 5.87 0.50 0.30
H 0.81 4.35 -1.35 -0.62
H -1.96 5.53 -0.78 0.53
H -1.41 3.91 -0.28 -0.11
H -1.50 4.48 -2.07 0.18
H 0.09 7.03 -1.50 0.41
C -1.18 -0.98 -3.81 -1.13
C 0.02 -1.84 -3.56 0.70
C 1.31 -1.34 -4.20 -0.83
O 0.28 -2.03 -2.21 -0.30
H -1.38 -0.91 -4.89 0.52
H -0.96 0.02 -3.39 -0.10
H -2.09 -1.31 -3.29 0.37
H -0.26 -2.75 -4.09 0.21
H 2.14 -2.00 -3.95 -0.05
H 1.57 -0.37 -3.71 -0.07
H 1.16 -1.26 -5.28 0.48
H -0.53 -2.25 -1.71 -0.02
C -0.49 -5.69 2.59 -0.87
C -1.63 -6.14 1.62 0.46
C -3.05 -6.25 2.27 -1.28
O -1.78 -5.26 0.54 -0.37
H 0.50 -5.77 2.13 0.27
H -0.60 -6.30 3.52 0.39
H -0.58 -4.63 2.86 0.04
H -1.46 -7.13 1.20 0.30
H -3.74 -6.71 1.55 0.34
H -3.50 -5.28 2.57 0.22
H -3.05 -6.79 3.22 0.38
H -2.36 -4.53 0.84 0.21
C -6.13 1.74 -1.69 -1.54
C -5.08 0.65 -1.59 0.34
C -3.72 1.04 -0.94 0.06
O -5.70 -0.36 -0.78 -0.44
H -6.46 1.96 -0.67 0.33
H -7.00 1.26 -2.18 0.42
H -5.79 2.60 -2.26 0.37
H -4.96 0.33 -2.62 0.21
H -3.06 0.15 -0.86 -0.46
H -3.89 1.44 0.04 0.07
H -3.31 1.85 -1.56 0.24
H -6.53 -0.58 -1.22 0.30
C 6.24 -2.44 -1.08 -1.38
C 5.25 -1.59 -0.35 0.53
C 4.46 -0.84 -1.41 -0.62
O 4.31 -2.32 0.37 -0.17
H 5.75 -3.23 -1.69 0.05
H 6.83 -3.02 -0.35 0.39
H 6.93 -1.82 -1.63 0.46
H 5.74 -0.90 0.36 0.44
H 3.66 -0.22 -1.05 -0.24
H 4.03 -1.66 -2.04 0.05
H 5.03 -0.30 -2.14 0.57
H 3.78 -2.87 -0.22 0.16
C -4.48 0.71 4.12 -1.25
C -4.20 -0.70 3.68 0.50
C -5.29 -1.22 2.71 -1.06
O -2.99 -0.75 2.96 -0.43
H -4.68 1.40 3.31 0.20
H -3.59 1.09 4.67 0.28
H -5.33 0.69 4.82 0.52
H -4.18 -1.38 4.56 0.28
H -5.12 -2.27 2.44 0.23
H -5.19 -0.61 1.82 0.07
H -6.30 -1.10 3.15 0.42
H -2.32 -0.30 3.48 0.09
C 0.43 2.46 -6.63 -1.44
C -0.62 2.52 -5.51 0.78
C -0.01 2.80 -4.14 -0.68
O -1.56 3.55 -5.88 -0.58
H -0.06 2.33 -7.59 0.37
H 1.05 1.57 -6.43 0.30
H 0.93 3.40 -6.55 0.39
H -1.06 1.51 -5.46 -0.02
H -0.73 2.61 -3.33 -0.20
H 0.30 3.84 -4.05 0.51
H 0.82 2.12 -3.95 0.23
H -2.24 3.61 -5.21 0.31
C 3.22 2.89 -0.54 -0.20
C 4.01 4.20 -0.74 0.45
C 4.61 4.75 0.56 -1.53
O 5.10 4.05 -1.60 -0.60
H 2.44 3.11 0.19 -0.12
H 3.92 2.12 -0.24 0.27
H 2.70 2.54 -1.47 0.08
H 3.27 4.91 -1.07 0.23
H 5.23 3.96 0.97 0.39
H 3.83 5.01 1.28 0.31
H 5.31 5.57 0.39 0.38
H 4.74 3.89 -2.49 0.37
C 3.82 -1.54 3.50 -0.77
C 3.74 -3.09 3.66 0.20
C 2.41 -3.72 3.20 -0.89
O 4.72 -3.71 2.84 -0.64
H 3.19 -1.05 4.28 0.37
H 3.39 -1.33 2.50 -0.08
H 4.85 -1.21 3.50 0.33
H 3.88 -3.44 4.69 0.39
H 1.75 -3.94 4.04 0.50
H 2.68 -4.60 2.65 0.37
H 1.83 -3.09 2.54 -0.02
H 4.66 -3.34 1.96 0.48
C 1.01 -5.44 -1.85 -1.45
C 2.52 -5.04 -1.84 0.70
C 3.26 -5.21 -3.14 -1.25
O 2.58 -3.70 -1.40 -0.17
H 0.91 -6.54 -2.08 0.44
H 0.52 -4.85 -2.63 0.14
H 0.57 -5.35 -0.89 0.38
H 3.01 -5.65 -1.06 0.34
H 4.31 -5.03 -3.00 0.30
H 2.90 -4.42 -3.79 0.13
H 2.94 -6.18 -3.49 0.44
H 1.76 -3.21 -1.58 -0.19
C -2.56 4.39 2.83 -0.64
C -1.61 4.65 3.97 0.64
C -2.23 4.35 5.31 -1.36
O -0.39 3.81 3.75 -0.71
H -2.25 4.84 1.91 0.00
H -3.53 4.86 3.10 0.45
H -2.67 3.31 2.70 -0.12
H -1.33 5.68 3.98 0.48
H -2.40 3.27 5.41 0.17
H -3.17 4.96 5.38 0.36
H -1.61 4.70 6.12 0.40
H 0.31 4.44 3.63 0.28
C 0.60 1.08 -0.05 -1.80
C -0.43 0.07 0.45 2.59
C 0.23 -1.03 1.29 -1.29
O -1.36 0.87 1.19 0.36
H 1.35 0.60 -0.64 0.17
H 1.19 1.51 0.81 0.40
H -0.05 1.84 -0.50 0.11
H -0.91 -0.40 -0.43 -0.59
H 0.70 -0.52 2.12 0.50
H 1.03 -1.44 0.69 0.14
H -0.40 -1.88 1.59 0.20
H -2.09 0.32 1.52 -0.43
O -1.17 1.24 3.88 -0.82
H -1.09 1.36 2.94 0.32
H -0.81 2.03 4.28 0.41
O -2.84 -2.50 0.46 -0.56
H -2.93 -2.09 1.33 0.15
H -3.56 -2.02 -0.01 0.21
```

* calculated total energy: -2484.9268 Ha
* charge: 0
* gap between HOMO and LUMO: 0.3426 Eh
* ΔE to the lowest compared entry with this formula, charge and spin: 29.4 kcal per mole

The following is a quantum chemistry calculation of an isolated ion of composition C8H5N2O4S and charge -1 in a non-equilibrium geometry, from the Open Molecules 2025 dataset.

Geometry as XYZ:
```
20
Properties=species:S:1:pos:R:3:mulliken_charge:R:1
N -0.96 2.46 2.49 -0.48
C 0.01 1.89 2.74 0.58
S 1.31 0.96 3.08 -0.24
C 1.21 -0.01 1.43 0.96
N 2.50 -0.84 1.33 1.05
O 2.48 -1.60 0.43 -0.55
O 3.40 -0.64 2.16 -0.67
C 0.06 -1.07 1.42 -0.46
C -0.67 -1.22 0.36 -0.55
C -0.54 -0.33 -0.88 -0.49
C 0.62 0.62 -0.87 0.49
C 1.00 1.58 -2.04 0.05
O 1.94 1.20 -2.76 -0.71
O 0.41 2.68 -1.99 -0.69
C 1.28 0.91 0.23 -1.06
H 0.18 -1.70 2.37 0.30
H -1.40 -2.07 0.32 0.30
H -0.41 -0.95 -1.78 0.35
H -1.31 0.32 -1.06 0.40
H 2.06 1.64 0.23 0.42
```

* calculated total energy: -1116.4245 Ha
* charge: -1
* SMILES string: N#CS[C@@]1([N+](=O)[O-])C=CCC(C(=O)[O-])=C1
* gap between HOMO and LUMO: 0.2783 Eh
* ΔE to the lowest compared entry with this formula, charge and spin: 116.3 kcal per mole

The following is a quantum chemistry calculation of C4H17GaN2O5P3 as an isolated structure in a non-equilibrium geometry, from the Open Molecules 2025 dataset.

Geometry as XYZ:
```
32
Properties=species:S:1:pos:R:3:mulliken_charge:R:1
N -2.95 -0.03 -0.05 -0.80
P -2.83 -0.15 -1.66 0.20
Ga -1.26 1.48 -2.45 0.21
N -2.26 3.01 -3.02 -0.52
P -0.10 1.79 -0.43 -0.09
P -1.24 3.22 0.66 0.78
O -1.05 4.64 0.39 -0.68
O -2.72 2.68 0.43 -0.48
O -1.00 2.94 2.23 -0.54
H -2.76 -0.90 0.42 0.17
H -4.11 0.08 -2.24 0.00
H -2.57 -1.46 -2.12 0.03
H -0.29 0.95 -3.60 -0.29
H -2.83 3.37 -2.27 0.22
H -2.91 2.75 -3.76 0.16
H 1.13 2.41 -0.70 0.03
H -2.74 1.69 0.34 0.31
H -1.56 2.23 2.54 0.32
O 0.80 -1.30 -0.96 -0.46
C 1.37 -1.68 0.01 0.72
O 2.59 -1.13 0.31 -0.34
C 3.25 -1.36 1.54 -0.44
C 4.06 -2.64 1.54 -0.95
C 0.81 -2.76 0.90 -0.97
H 2.54 -1.33 2.37 0.35
H 3.91 -0.50 1.66 0.33
H 3.42 -3.52 1.41 0.27
H 4.60 -2.75 2.48 0.35
H 4.77 -2.63 0.72 0.30
H 1.08 -3.73 0.48 0.27
H -0.27 -2.67 0.89 0.21
H 1.14 -2.72 1.94 0.34
```

* calculated total energy: -3597.3078 Ha
* charge: -1
* gap between HOMO and LUMO: 0.2506 Eh
* ΔE to the lowest compared entry with this formula, charge and spin: 0.0 kcal per mole

The following is a quantum chemistry calculation of one molecule with the formula C3H5N3 in a non-equilibrium geometry, from the Open Molecules 2025 dataset.

Geometry as XYZ:
```
11
Properties=species:S:1:pos:R:3:mulliken_charge:R:1
C -2.36 -0.47 0.04 -0.68
N -0.93 -0.29 -0.17 -0.12
N -0.49 0.92 -0.01 -0.41
C 0.78 1.08 0.05 -0.21
C 1.70 -0.04 0.04 0.36
N 2.33 -1.04 -0.02 -0.43
H -2.50 -1.53 0.02 0.33
H -2.65 -0.16 1.13 0.27
H -2.90 0.04 -0.79 0.22
H -0.24 -1.07 0.31 0.27
H 1.22 2.05 0.00 0.39
```

* calculated total energy: -281.5003 Ha
* charge: 0
* SMILES string: CN/N=C\C#N
* gap between HOMO and LUMO: 0.3521 Eh
* ΔE to the lowest compared entry with this formula, charge and spin: 56.3 kcal per mole